Record 1
Formula: C41H60BN3OP2S2Ti
Source: the OMol25 dataset
Level of theory: wB97M-V/def2-TZVPD

- E_tot: -114039.7160 eV
- Relative energy (zero: lowest compared OMol25 entry of this formula, charge and spin): 2.2 kcal per mole
- Net charge: +2
- Kohn-Sham gap: 6.36 eV
- 2S+1: 1
- HOMO energy: -12.47 eV
- E_LUMO: -0.2248 Ha
- M: 795.71 g/mol

```
111
C41H60BN3OP2S2Ti | the OMol25 dataset | wB97M-V/def2-TZVPD
Ti -0.09 0.42 0.15
S -0.38 0.10 2.37
S -2.98 1.68 -1.18
P 0.92 -2.64 0.09
P 1.22 2.88 0.21
O -1.58 1.76 -0.53
N 2.90 -0.98 0.40
N 3.05 1.14 -0.39
N -1.84 -0.87 -0.09
C 0.19 3.81 -2.18
C -4.23 -2.28 -0.19
C 2.45 -2.21 0.99
C -2.53 -1.14 1.07
C -5.95 1.30 2.21
C -4.13 1.53 0.16
C 0.26 -4.09 1.09
C -1.96 -0.72 2.30
C 4.34 0.63 -0.26
C -6.31 0.91 0.93
C -5.39 1.02 -0.11
C 5.57 1.21 -0.54
C -3.35 3.34 -1.71
C -1.60 -0.88 -2.50
C 1.70 3.38 1.94
C 0.21 -3.69 2.57
C -1.16 -4.44 0.64
C 0.59 4.33 -0.79
C 6.71 0.47 -0.27
C 2.55 2.25 2.54
C -3.76 1.93 1.44
C 1.66 5.41 -1.03
C 1.92 -2.01 -2.44
C 1.13 -5.35 0.97
C -0.58 4.98 -0.05
C -3.85 -1.69 3.46
C 2.82 -4.11 -1.53
C -4.68 1.80 2.47
C 5.39 -1.41 0.52
C 6.61 -0.83 0.25
C 0.45 -4.05 -2.27
C -4.41 -2.10 2.28
C 1.56 -3.24 -1.58
C 2.80 2.52 -0.65
C -2.63 -1.00 3.47
C 2.53 4.67 1.99
C -3.54 -2.00 -1.33
C -3.74 -1.84 1.06
C 4.25 -0.66 0.25
C -2.33 -1.26 -1.25
C 0.45 3.59 2.80
B 2.09 0.15 0.01
H 2.25 -2.10 2.06
H 3.60 3.14 -0.24
H -2.20 -0.69 4.42
H 2.72 2.75 -1.71
H 0.35 -5.04 -1.84
H -2.30 -0.57 -3.27
H 1.94 5.55 1.73
H -1.50 -5.31 1.21
H 2.87 4.81 3.02
H -4.41 2.10 3.47
H 3.66 -3.58 -1.08
H 3.51 2.15 2.04
H 2.74 2.49 3.58
H -7.30 0.53 0.73
H 5.65 2.21 -0.95
H -0.27 2.77 2.72
H 1.06 3.70 -2.82
H 1.06 -5.82 0.00
H -0.25 5.48 0.85
H -0.21 -2.70 2.73
H 2.06 1.27 2.51
H -6.66 1.21 3.02
H -5.34 -2.65 2.26
H -0.45 4.55 -2.66
H 7.68 0.89 -0.48
H 0.71 -4.17 -3.32
H -1.04 5.73 -0.69
H -0.53 -3.58 -2.22
H -5.16 -2.83 -0.24
H -4.41 3.33 -1.98
H -1.33 4.24 0.24
H 2.89 -1.61 -2.17
H -4.34 -1.90 4.40
H 1.20 -3.73 3.03
H 3.42 4.64 1.37
H -2.76 2.31 1.62
H 0.77 -6.07 1.71
H 3.11 -4.33 -2.55
H -0.90 -0.05 -2.34
H -2.75 3.56 -2.58
H 0.76 3.65 3.84
H -5.66 0.71 -1.11
H -0.42 -4.41 3.09
H -1.85 -3.63 0.86
H 2.68 -5.05 -1.02
H 5.33 -2.40 0.93
H 1.96 5.94 -0.13
H 1.95 -2.31 -3.48
H 1.22 6.15 -1.71
H -3.18 4.04 -0.90
H -1.02 -1.72 -2.88
H 1.20 -1.19 -2.35
H -1.24 -4.69 -0.41
H -0.34 2.85 -2.16
H 2.54 5.02 -1.52
H 2.18 -5.16 1.19
H -3.89 -2.31 -2.30
H 7.52 -1.38 0.44
H 3.22 -2.98 0.88
H -0.06 4.52 2.56
```

***

Record 2
Formula: C41H60ClF3N14O8S
Source: the OMol25 dataset
Level of theory: wB97M-V/def2-TZVPD

- E_tot: -112232.5338 eV
- Net charge: 0
- Kohn-Sham gap: 10.49 eV
- 2S+1: 1
- HOMO energy: -10.14 eV
- E_LUMO: 0.0132 Ha
- M: 1001.53 g/mol

```
128
C41H60ClF3N14O8S | the OMol25 dataset | wB97M-V/def2-TZVPD
Cl -1.51 0.11 1.30
S 2.69 2.36 -1.35
F -2.02 -2.66 6.31
F -1.07 -1.03 7.58
F -2.34 -0.38 5.82
O 0.93 1.87 4.97
O 1.74 -2.44 3.61
O -0.22 -1.40 5.51
O 0.81 -3.19 1.71
O 2.57 -4.49 2.75
O 1.24 3.07 -0.91
O 3.19 2.84 -2.68
O 3.74 2.71 -0.32
N -0.71 -9.43 -1.56
N -0.16 6.22 -2.51
N 2.20 0.34 -4.17
N 4.60 -11.85 -0.84
N 0.92 4.71 0.98
N -6.28 2.74 -4.96
N -8.12 0.83 1.70
N 3.44 7.53 1.22
N -6.25 -2.04 1.63
N 0.45 11.37 -1.16
N -4.01 0.38 -1.14
N 0.58 -5.34 -0.73
N 5.01 7.96 -2.38
N 3.73 -8.02 -3.93
C -3.40 -2.18 1.33
C 3.03 8.09 2.18
C 1.11 -8.44 -4.35
C 0.62 1.18 3.95
C 5.78 -10.75 -2.97
C 1.56 -5.99 -0.62
C -1.43 -1.37 6.25
C -8.66 1.88 1.66
C 1.83 4.76 3.50
C -6.82 -2.18 4.24
C 2.70 9.91 -0.94
C 1.80 -1.35 0.57
C 2.80 -6.81 -0.48
C 1.52 -10.89 -1.30
C 0.80 -1.39 3.16
C 3.38 1.45 -6.30
C -0.47 -1.71 4.12
C 2.57 -8.20 -4.11
C 0.27 -10.08 -1.44
C -0.72 7.26 -2.54
C 2.72 0.83 -5.11
C -6.41 1.39 -0.54
C 1.80 -3.52 2.69
C 1.94 0.22 0.25
C 2.52 8.80 3.39
C 2.36 0.51 -1.30
C -5.07 0.83 -0.88
C -1.86 -2.72 1.25
C 1.57 -0.06 3.62
C -0.80 -1.56 0.91
C -9.35 3.21 1.61
C 4.49 5.37 -1.93
C 1.32 4.73 2.09
C -1.43 8.58 -2.59
C -5.31 2.08 -4.86
C -6.50 -2.10 2.78
C -4.08 1.24 -4.74
C 0.64 -1.73 1.60
C 1.45 10.72 -1.06
C 5.12 -11.37 -1.78
C 4.78 6.82 -2.18
H 0.52 -7.86 -3.63
H 3.38 0.00 -1.44
H 2.84 -1.75 0.86
H -1.85 -3.49 0.41
H -3.65 1.36 -3.75
H -0.63 -1.57 -0.23
H 3.22 -6.68 0.52
H 1.57 0.18 -2.05
H 3.12 10.02 0.06
H 0.84 -8.13 -5.36
H 3.43 10.24 -1.68
H 2.57 -7.87 -0.63
H -2.48 8.45 -2.30
H -1.68 -3.27 2.23
H 2.84 0.60 0.86
H 4.45 1.57 -6.11
H 1.54 -1.88 -0.42
H 2.95 2.43 -6.49
H 2.39 0.29 2.91
H 1.94 -10.76 -0.30
H -0.29 1.50 3.34
H 3.17 9.63 3.64
H 0.88 -9.49 -4.23
H 2.92 4.72 3.50
H 1.44 3.90 4.05
H 3.24 0.82 -7.18
H 2.26 -10.58 -2.03
H -3.54 -1.53 2.27
H -7.17 0.61 -0.59
H -0.95 9.28 -1.90
H 1.51 5.67 4.00
H -4.02 -3.13 1.52
H 2.10 -0.33 4.61
H -3.70 -1.64 0.37
H 6.85 -10.63 -2.78
H 5.41 4.79 -2.00
H 1.30 -11.95 -1.45
H 2.48 8.11 4.24
H -9.30 3.62 0.60
H 1.05 0.86 0.56
H -6.40 1.81 0.47
H -6.67 2.18 -1.25
H 3.54 -6.50 -1.22
H -0.61 -2.86 4.06
H -3.34 1.55 -5.49
H -4.33 0.19 -4.90
H -10.39 3.10 1.90
H 3.78 5.00 -2.67
H -8.86 3.91 2.29
H 2.48 8.85 -1.11
H 1.41 4.04 -0.86
H -7.29 -3.14 4.47
H -5.90 -2.09 4.82
H 5.66 -11.40 -3.84
H -1.44 -1.27 3.70
H -7.50 -1.37 4.51
H 5.34 -9.78 -3.18
H 4.07 5.25 -0.93
H 1.51 9.18 3.20
H -1.39 8.99 -3.60
```